P.
{"formula": "C2H6N3O2", "method": "the ωB97M-V functional and the def2-TZVPD basis", "homo_energy_ev": [-2.80, -2.79], "e_lumo_ev": [4.30, 4.30], "total_charge": -1, "orbital_gap_ev": [7.0975, 7.0966], "elements": ["C", "C", "N", "N", "N", "O", "O", "H", "H", "H", "H", "H", "H"], "coordinates": [[-0.18125, -1.27635, 0.23649], [-0.15457, 0.08473, -0.39511], [-0.05264, 1.19273, 0.28794], [-1.08950, 0.15230, -1.44078], [0.68676, 1.32271, 1.37756], [1.41421, 0.40452, 1.79103], [0.57253, 2.35498, 2.01557], [-0.20818, -1.32391, 1.36387], [0.66666, -2.00595, 0.13525], [-1.10050, -1.89676, -0.13513], [1.55211, 0.20746, -1.47974], [-1.31705, 1.13338, -1.52584], [-0.78859, -0.34984, -2.23111]]}

---

Q.
{"formula": "C2H6N3O2", "method": "the ωB97M-V functional and the def2-TZVPD basis", "homo_energy_ev": -3.79, "e_lumo_ev": 4.06, "total_charge": -1, "orbital_gap_ev": 7.8483, "elements": ["C", "C", "N", "N", "N", "O", "O", "H", "H", "H", "H", "H", "H"], "coordinates": [[-1.09826, 1.07004, -0.04363], [1.73149, -1.46306, 0.43821], [2.86023, 0.55680, 0.53453], [1.76828, -0.19266, 0.47111], [3.99288, 0.20855, 0.00444], [4.12242, -0.78104, -0.74541], [4.93895, 0.99090, 0.19922], [-1.23856, 2.10839, 0.22806], [-0.06615, 0.78443, 0.12535], [-1.74583, 0.45104, 0.56542], [2.58372, -2.13947, 0.41267], [-1.35146, 0.92935, -1.08858], [0.74705, -1.91411, 0.43411]]}

---

Relative energies in kcal/mol: P 33.6; Q 0.0

---

P.
{"formula": "C5H17NO4", "method": "the ωB97M-V functional and the def2-TZVPD basis", "homo_energy_ev": [-14.10, -13.97], "e_lumo_ev": [-2.99, -8.24], "total_charge": 1, "multiplicity": 2, "orbital_gap_ev": [11.1049, 5.7251], "elements": ["C", "C", "C", "C", "O", "N", "C", "O", "H", "H", "H", "H", "H", "H", "H", "H", "H", "H", "H", "H", "H", "H", "H", "O", "H", "H", "O"], "coordinates": [[0.99001, -0.85388, -2.00815], [0.34725, -0.89618, -0.58827], [1.40465, -1.05222, 0.51089], [0.71413, -1.29473, 1.86268], [1.59006, -0.91906, 2.90958], [-0.51555, 0.21013, -0.28178], [-1.46747, 0.66658, -1.31254], [-0.87790, 1.64663, -2.10339], [1.66083, -1.69275, -2.15765], [0.18661, -1.09166, -2.71257], [1.48029, 0.06233, -2.33095], [-0.29178, -1.78556, -0.68688], [1.91844, -0.10223, 0.55056], [2.17342, -1.76463, 0.22827], [-0.19169, -0.67816, 1.96506], [0.50805, -2.35124, 2.01432], [1.78634, 0.01911, 2.82673], [0.03841, 1.02142, 0.05495], [-2.29762, 1.17122, -0.83727], [-1.83648, -0.16202, -1.91386], [-0.20360, 1.29746, -2.69895], [-3.05806, -0.09471, 1.44451], [-2.20725, -0.79156, 0.41532], [-3.09582, -0.80811, 0.79373], [1.85732, 3.04473, -0.14395], [0.40725, 3.19604, -0.01229], [1.10296, 2.59057, 0.25596]]}

---

Q.
{"formula": "C5H17NO4", "method": "the ωB97M-V functional and the def2-TZVPD basis", "homo_energy_ev": [-14.24, -14.22], "e_lumo_ev": [-3.81, -7.97], "total_charge": 1, "multiplicity": 2, "orbital_gap_ev": [10.4360, 6.2495], "elements": ["C", "N", "C", "C", "C", "C", "O", "H", "H", "H", "H", "H", "H", "H", "H", "H", "H", "H", "H", "H", "O", "H", "H", "O", "H", "H", "O"], "coordinates": [[2.28384, -0.42724, 0.69855], [0.84430, -0.66182, 0.67957], [0.40934, -2.04123, 0.84759], [0.13494, 0.40619, 2.96647], [-0.00933, 0.22959, 1.43036], [0.22622, 1.67634, 0.88948], [-0.37461, 2.04595, -0.07388], [2.70851, -1.24217, 0.08678], [2.43212, 0.57999, 0.30015], [2.83001, -0.70127, 1.61578], [1.10220, -2.74161, 1.31680], [0.10082, -2.50816, -0.09146], [-0.48091, -2.08661, 1.45668], [-0.13876, 1.41017, 3.28193], [1.11246, 0.04902, 3.27620], [-0.54155, -0.25732, 3.51806], [-1.03626, 0.05026, 1.09462], [1.06100, 2.26602, 1.32113], [-2.35592, -1.20016, -0.03345], [-1.71218, -0.34289, -1.12997], [-1.73924, -1.25982, -0.79021], [-1.51935, 2.09317, -1.56532], [-1.08751, 1.04131, -2.59032], [-1.87593, 1.40147, -2.14445], [-0.27708, -1.22686, -3.32878], [1.04563, -0.89961, -2.67551], [0.54885, -0.73956, -3.47191]]}

---

Relative energies in kcal/mol: P 0.0; Q 12.5